The following is a quantum chemistry calculation of a molecular structure, C32H22N4O7PPdS2Se, from the OMol25 dataset.

Summary:
energy relative to the best compared isomer or geometry (same formula, charge and spin): 0.00 kJ/mol
⟨S²⟩: 6.046
gap between HOMO and LUMO (spin up / spin down): 0.1759 / 0.1938 hartree

ORCA input file:
```
! RIJCOSX wB97M-V def2-TZVPD def2/J DEFGRID3
* xyz -1 5
Pd 12.36 12.56 11.82
C 6.59 10.90 11.84
C 6.77 11.05 10.47
C 8.01 11.44 9.98
C 9.06 11.68 10.85
C 8.88 11.50 12.22
C 7.64 11.11 12.71
P 10.73 12.14 10.31
C 10.68 12.88 8.65
C 11.76 12.66 7.80
C 11.81 13.27 6.56
C 10.78 14.11 6.16
C 9.70 14.32 6.99
C 9.64 13.71 8.23
C 11.35 10.45 9.84
C 10.65 9.39 9.33
C 11.34 8.23 8.91
C 12.71 8.18 8.94
C 13.46 9.26 9.44
C 14.87 9.31 9.46
C 15.53 10.40 9.97
C 14.82 11.46 10.57
C 13.45 11.43 10.59
C 12.75 10.37 9.97
H 5.62 10.60 12.22
H 5.95 10.87 9.79
H 8.15 11.56 8.91
H 9.72 11.65 12.89
H 7.50 10.97 13.78
H 12.58 12.03 8.13
H 12.67 13.10 5.92
H 10.83 14.60 5.19
H 8.90 14.98 6.68
H 8.81 13.90 8.90
H 9.57 9.42 9.23
H 10.77 7.39 8.54
H 13.23 7.30 8.58
H 15.43 8.47 9.05
H 16.61 10.44 9.95
H 15.36 12.29 11.02
O 12.48 12.02 15.58
S 12.42 12.14 14.16
O 11.44 13.23 13.70
O 11.93 10.92 13.46
O 13.70 12.53 13.51
Se 10.05 15.22 13.69
C 10.03 14.65 12.05
N 10.06 14.17 10.98
O 16.87 21.91 8.10
S 16.02 20.77 7.84
O 16.71 19.57 7.44
O 14.76 21.03 7.19
C 15.32 20.33 9.55
N 15.25 21.35 10.35
C 14.74 20.98 11.57
C 14.38 19.70 11.86
C 14.50 18.69 10.86
N 14.99 19.11 9.65
C 14.13 17.33 11.01
C 13.74 16.76 12.25
C 13.35 15.44 12.31
N 13.30 14.64 11.23
C 13.69 15.16 10.05
C 14.12 16.45 9.90
H 14.66 21.81 12.27
H 13.98 19.45 12.83
H 13.77 17.34 13.17
H 13.09 14.99 13.26
H 13.65 14.48 9.20
H 14.44 16.82 8.94
*
```

---

The following is a quantum chemistry calculation of a molecular structure, C32H23BF4NO7PSSn, from the OMol25 dataset.

Summary:
energy relative to the best compared isomer or geometry (same formula, charge and spin): 157.96 kJ/mol
gap between HOMO and LUMO: 0.2181 hartree

ORCA input file:
```
! RIJCOSX wB97M-V def2-TZVPD def2/J DEFGRID3
* xyz -2 1
Sn 1.58 0.02 0.75
O 1.91 -3.47 3.60
S 1.36 -2.89 2.40
O 1.94 -3.35 1.16
O 1.27 -1.41 2.51
C -0.36 -3.41 2.37
C -0.78 -4.13 3.48
C -2.08 -4.59 3.58
C -2.98 -4.32 2.57
C -2.57 -3.58 1.47
C -1.26 -3.10 1.34
P -0.93 -2.23 -0.27
C -2.54 -1.36 -0.47
C -3.61 -1.83 -1.24
C -4.76 -1.06 -1.36
C -4.86 0.15 -0.70
C -3.81 0.61 0.08
C -2.64 -0.14 0.18
C -1.01 -3.59 -1.48
C -1.12 -3.26 -2.83
C -1.09 -4.24 -3.80
C -0.93 -5.57 -3.43
C -0.80 -5.91 -2.10
C -0.84 -4.92 -1.12
H -0.05 -4.33 4.25
H -2.38 -5.16 4.46
H -4.01 -4.66 2.63
H -3.30 -3.37 0.70
H -3.55 -2.78 -1.74
H -5.58 -1.43 -1.97
H -5.77 0.74 -0.79
H -3.86 1.55 0.62
H -1.82 0.25 0.77
H -1.21 -2.22 -3.12
H -1.17 -3.97 -4.85
H -0.90 -6.35 -4.20
H -0.66 -6.94 -1.80
H -0.71 -5.19 -0.08
F 4.32 2.21 0.78
B 4.99 1.72 -0.37
F 6.37 1.67 -0.12
F 4.73 2.59 -1.45
F 4.50 0.43 -0.68
O -1.95 2.40 2.21
C -0.75 2.33 1.96
O -0.09 1.28 1.67
C 0.05 3.64 1.98
C 1.41 3.68 1.66
C 2.10 4.88 1.68
C 1.42 6.03 2.03
C 0.06 6.02 2.34
C -0.61 4.82 2.32
N 2.13 7.31 2.06
O 3.31 7.32 1.79
O 1.48 8.33 2.24
H 1.94 2.78 1.38
H 3.15 4.91 1.42
H -0.43 6.95 2.60
H -1.66 4.75 2.56
C 0.35 -1.19 -0.55
C 1.21 -1.45 -1.73
C 1.84 -2.68 -2.01
C 2.67 -2.83 -3.11
C 2.95 -1.76 -3.95
C 2.38 -0.52 -3.67
C 1.51 -0.38 -2.59
H 1.70 -3.50 -1.32
H 3.14 -3.79 -3.28
H 3.64 -1.87 -4.78
H 2.62 0.34 -4.28
H 1.06 0.58 -2.40
*
```

---

The following is a quantum chemistry calculation of a molecular structure, C32H23NO7PReS, from the OMol25 dataset.

Summary:
energy relative to the best compared isomer or geometry (same formula, charge and spin): 20.54 kJ/mol
⟨S²⟩: 0.772
gap between HOMO and LUMO (spin up / spin down): 0.2512 / 0.2573 hartree

ORCA input file:
```
! RIJCOSX wB97M-V def2-TZVPD def2/J DEFGRID3
* xyz 1 2
Re -1.74 -0.53 0.74
O -4.57 2.39 0.88
C -4.22 1.25 0.94
O -2.96 0.92 0.55
C -5.16 0.15 1.36
C -6.52 0.43 1.26
C -7.46 -0.50 1.65
C -7.07 -1.71 2.19
C -5.72 -2.00 2.33
C -4.76 -1.08 1.90
S -3.07 -1.50 2.18
H -6.81 1.40 0.87
H -8.52 -0.27 1.55
H -7.80 -2.44 2.51
H -5.39 -2.93 2.78
O -0.17 -1.22 1.94
C 0.66 -2.11 1.72
C 0.71 -2.92 0.54
C 1.71 -3.90 0.47
C 1.78 -4.70 -0.64
C 0.87 -4.57 -1.68
C -0.10 -3.60 -1.63
C -0.19 -2.75 -0.53
O -1.12 -1.80 -0.54
N 2.86 -5.70 -0.73
O 2.88 -6.40 -1.71
O 3.66 -5.73 0.18
H 1.40 -2.30 2.49
H 2.43 -4.03 1.27
H 0.96 -5.23 -2.53
H -0.82 -3.47 -2.43
O -0.41 0.92 0.05
P 0.93 1.52 -0.33
C 1.52 2.55 0.99
C 2.48 3.54 0.75
C 2.95 4.31 1.80
C 2.47 4.09 3.09
C 1.52 3.12 3.33
C 1.04 2.34 2.29
C 0.76 2.48 -1.82
C -0.46 3.11 -2.04
C -0.62 3.91 -3.16
C 0.43 4.09 -4.04
C 1.65 3.47 -3.82
C 1.82 2.66 -2.71
C 2.14 0.22 -0.63
C 2.00 -0.58 -1.77
C 2.87 -1.63 -1.98
C 3.87 -1.90 -1.06
C 4.01 -1.12 0.08
C 3.14 -0.05 0.30
H 2.84 3.71 -0.25
H 3.69 5.08 1.62
H 2.84 4.70 3.91
H 1.14 2.96 4.33
H 0.29 1.58 2.47
H -1.28 2.96 -1.35
H -1.57 4.40 -3.34
H 0.30 4.72 -4.91
H 2.47 3.61 -4.51
H 2.77 2.17 -2.54
H 1.22 -0.36 -2.49
H 2.78 -2.24 -2.87
H 4.56 -2.72 -1.23
H 4.80 -1.33 0.79
H 3.26 0.57 1.18
*
```

---

The following is a quantum chemistry calculation of a molecular structure, C32H24BrF12N2O4ReS, from the OMol25 dataset.

Summary:
energy relative to the best compared isomer or geometry (same formula, charge and spin): 0.00 kJ/mol
⟨S²⟩: 0.957
gap between HOMO and LUMO (spin up / spin down): 0.2370 / 0.2289 hartree

ORCA input file:
```
! RIJCOSX wB97M-V def2-TZVPD def2/J DEFGRID3
* xyz 1 2
Re 0.03 -0.15 -0.46
C -3.66 -5.41 1.62
C -2.69 -4.26 1.54
C -1.35 -4.42 1.88
C -0.48 -3.34 1.83
C -0.94 -2.09 1.42
N -0.05 -0.98 1.35
C 0.59 -0.53 2.50
C 0.22 -1.08 3.74
C 0.85 -0.73 4.92
C 1.87 0.21 4.92
C 2.57 0.63 6.17
C 2.19 0.81 3.70
C 1.59 0.49 2.49
C 1.93 1.40 1.31
O 1.35 1.14 0.06
C 1.47 2.86 1.67
F 1.36 3.63 0.59
F 0.28 2.84 2.28
F 2.34 3.45 2.51
C 3.46 1.47 0.96
F 3.83 0.38 0.28
F 3.71 2.53 0.19
F 4.27 1.55 2.02
C -2.27 -1.92 1.00
C -3.13 -3.01 1.10
C -2.70 -0.59 0.38
O -1.85 -0.26 -0.70
C -4.09 -0.67 -0.29
F -4.38 0.44 -0.96
F -5.06 -0.89 0.61
F -4.11 -1.68 -1.18
C -2.70 0.60 1.41
F -1.64 1.41 1.15
F -2.59 0.17 2.66
F -3.78 1.37 1.32
H -3.18 -6.30 2.03
H -4.06 -5.66 0.64
H -4.51 -5.15 2.26
H -0.99 -5.38 2.21
H 0.55 -3.45 2.13
H -0.58 -1.79 3.78
H 0.52 -1.18 5.85
H 2.26 0.04 7.02
H 2.37 1.68 6.39
H 3.65 0.53 6.06
H 2.94 1.59 3.73
H -4.17 -2.92 0.82
O 0.75 -5.46 -3.64
C 0.59 -4.31 -2.98
C -0.50 -3.46 -3.17
C -0.56 -2.30 -2.45
N 0.39 -1.93 -1.56
C 1.42 -2.78 -1.37
Br 2.71 -2.28 -0.11
C 1.57 -3.96 -2.06
H 0.03 -5.63 -4.25
H -1.30 -3.70 -3.86
H -1.39 -1.62 -2.54
H 2.42 -4.60 -1.89
C -0.55 0.68 -3.96
S 0.03 1.27 -2.38
O -0.76 2.47 -2.06
C 1.69 1.74 -2.79
C 2.01 3.08 -2.78
C 3.31 3.46 -3.07
C 4.27 2.50 -3.36
C 3.93 1.15 -3.36
C 2.64 0.76 -3.07
H -0.44 1.50 -4.67
H -1.60 0.43 -3.84
H 0.03 -0.18 -4.29
H 1.24 3.80 -2.53
H 3.58 4.50 -3.06
H 5.28 2.80 -3.58
H 4.69 0.40 -3.58
H 2.38 -0.29 -3.05
*
```

---

Number 1: E_tot -153616.064 eV. Number 2: E_tot -86888.906 eV. Number 3: E_tot -71627.836 eV. Number 4: E_tot -160356.930 eV.